The following is a quantum chemistry calculation of a cluster of 11 separate species, C54H125N11O14 in total at a distorted geometry, from the Open Molecules 2025 dataset.

Electronic energy, a.u.: -3788.003782
SMILES string: CC1(C)CCCC(C)(C)N1O.CC1(C)CCCC(C)(C)N1O.CC1(C)CCCC(C)(C)N1O.CC1(C)CCCC(C)(C)N1O.CC1(C)CCCC(C)(C)N1O.NC(N)=O.NC(N)=O.NC(N)=O.OCCO.OCCO.OCCO
LUMO, eV: 0.3
Total charge: 0
Frontier orbital gap, Eh: 0.307
Maximum force, eV/Å: 3.60

Atoms and positions in Å:
C1 -2.012668 -3.643722 0.750836
C2 -0.789165 -4.595033 0.734551
C3 0.416426 -3.732654 0.286916
C4 -0.485083 -5.182652 2.147411
C5 0.500334 -6.344028 2.074150
C6 -0.133446 -7.374479 1.060207
C7 -0.216592 -6.827199 -0.361528
C8 1.205670 -6.497908 -0.915185
C9 -0.810818 -7.966626 -1.187479
N1 -1.085692 -5.649446 -0.308886
O1 -1.373930 -5.179899 -1.658890
H1 -2.897373 -4.270562 0.884208
H2 -1.863956 -2.887747 1.522301
H3 -2.196417 -3.141855 -0.190531
H4 0.460301 -3.622450 -0.788183
H5 0.379386 -2.754826 0.779812
H6 1.385690 -4.118593 0.613596
H7 -0.072350 -4.383136 2.771764
H8 -1.441184 -5.498014 2.633849
H9 1.431091 -6.007807 1.607939
H10 0.758377 -6.673122 3.065352
H11 -1.127677 -7.703845 1.356197
H12 0.535591 -8.213905 1.138031
H13 1.738756 -5.733807 -0.357539
H14 1.090193 -6.251892 -1.972108
H15 1.866527 -7.371789 -0.840146
H16 -0.817036 -7.749264 -2.243981
H17 -1.800540 -8.169727 -0.751396
H18 -0.132895 -8.822705 -1.068882
H19 -0.550262 -4.817754 -2.035725
C10 -0.947990 2.844875 -3.512304
C11 -0.675505 3.742437 -4.767857
C12 -1.949501 4.557579 -5.096542
C13 0.445306 4.684064 -4.436725
C14 1.870448 4.077760 -4.303870
C15 2.187320 3.383960 -5.641512
C16 1.064065 2.354879 -6.169881
C17 1.165698 2.110970 -7.648145
C18 1.251904 1.130315 -5.289317
N2 -0.293783 2.962534 -5.898512
O2 -1.383485 2.135825 -6.431952
H20 -0.009127 2.500538 -3.052316
H21 -1.486849 3.328539 -2.711026
H22 -1.570441 2.012772 -3.803110
H23 -2.745731 3.813957 -5.243809
H24 -2.206486 5.255275 -4.271279
H25 -1.761095 5.099427 -6.013951
H26 0.533819 5.463769 -5.217307
H27 0.131863 5.168583 -3.524608
H28 2.597027 4.905122 -4.163450
H29 1.962912 3.301123 -3.492251
H30 3.152677 2.885366 -5.573866
H31 2.269873 4.155629 -6.410086
H32 0.909649 3.065756 -8.079073
H33 0.524081 1.305482 -8.012440
H34 2.226963 1.930902 -7.820815
H35 2.119960 0.458498 -5.527105
H36 0.380158 0.485755 -5.370828
H37 1.393816 1.447830 -4.243017
H38 -1.387586 1.338751 -5.881346
C19 -2.320568 5.338055 1.549397
C20 -3.210655 4.049604 1.442495
C21 -2.855404 3.468763 0.015213
C22 -2.956025 3.025869 2.551507
C23 -3.374284 3.552586 3.914417
C24 -4.891953 3.882437 3.893240
C25 -5.348395 4.913538 2.761359
C26 -6.890088 4.881260 2.628043
C27 -4.871002 6.410067 3.067253
N3 -4.657211 4.406089 1.455497
O3 -4.927502 5.414551 0.416978
H39 -2.490964 5.734094 2.565661
H40 -1.258132 4.967905 1.473414
H41 -2.535419 6.036925 0.773147
H42 -3.130891 4.147273 -0.794455
H43 -1.803321 3.186674 -0.158942
H44 -3.342589 2.522277 -0.179974
H45 -3.525535 2.104779 2.292941
H46 -1.896573 2.803793 2.567233
H47 -3.322160 2.675359 4.625850
H48 -2.697049 4.374627 4.187857
H49 -5.170918 4.320287 4.845877
H50 -5.439121 2.970902 3.683565
H51 -7.258873 3.921843 2.285512
H52 -7.090998 5.473224 1.730939
H53 -7.428398 5.250643 3.497562
H54 -4.718181 6.927477 2.113888
H55 -3.958036 6.438603 3.683991
H56 -5.670086 6.939487 3.615573
H57 -5.374143 4.931403 -0.318236
C28 -1.269251 -0.112563 2.821994
C29 -0.421608 -0.186014 4.107317
C30 0.043862 -1.633003 4.278990
C31 0.730930 0.842663 3.968039
C32 1.526886 1.131467 5.287037
C33 0.617998 1.508979 6.437524
C34 -0.610143 0.570686 6.604243
C35 -0.242656 -0.708453 7.353178
C36 -1.586828 1.485681 7.462890
N4 -1.241202 0.319708 5.257096
O4 -2.274454 -0.656293 5.524878
H58 -0.608998 -0.377891 2.017834
H59 -2.109277 -0.833176 2.998931
H60 -1.641173 0.899024 2.689172
H61 0.381260 -2.174807 3.405674
H62 0.839751 -1.712350 5.006113
H63 -0.786914 -2.231228 4.690935
H64 1.400630 0.590223 3.144195
H65 0.247656 1.772218 3.675408
H66 2.217905 0.345758 5.664528
H67 2.124941 2.069228 5.252370
H68 0.263107 2.510381 6.306132
H69 1.140243 1.492209 7.382413
H70 -0.462152 -0.653676 8.413728
H71 0.808671 -0.989015 7.317495
H72 -0.902027 -1.492370 7.002533
H73 -1.186694 1.662175 8.450797
H74 -2.578910 1.055608 7.560457
H75 -1.670596 2.477004 6.998683
H76 -2.969925 -0.395304 4.947716
C37 5.289807 0.803790 3.250833
C38 5.402411 -0.100120 2.021591
C39 5.293289 0.778890 0.710682
C40 6.724919 -0.853618 2.038976
C41 6.799435 -1.891374 3.194696
C42 5.669497 -2.894134 3.054538
C43 4.237538 -2.269788 2.861638
C44 3.449163 -3.365586 2.092218
C45 3.516126 -1.997988 4.187774
N5 4.290895 -1.094738 1.903689
O5 3.006628 -0.409883 1.993283
H77 4.330926 1.363272 3.230125
H78 5.316737 0.215332 4.201628
H79 6.063536 1.551031 3.278788
H80 4.375419 1.316727 0.897029
H81 6.080847 1.535277 0.686800
H82 5.244390 0.151692 -0.206914
H83 6.939904 -1.437164 1.119636
H84 7.522937 -0.105852 2.065573
H85 7.818917 -2.297377 3.235638
H86 6.738568 -1.326141 4.122790
H87 5.612511 -3.456842 3.992685
H88 5.845159 -3.587890 2.249492
H89 2.429138 -3.096159 1.836319
H90 3.373726 -4.281977 2.737883
H91 3.974651 -3.518988 1.154478
H92 4.175711 -1.635934 4.985997
H93 3.030082 -2.920979 4.508916
H94 2.719064 -1.291617 4.017347
H95 2.636497 -0.468397 1.101011
N6 4.199876 3.288014 -1.415848
C46 3.979321 2.105841 -1.913660
N7 5.004868 1.374718 -2.400775
O6 2.880082 1.591411 -1.955145
H96 3.362810 3.708075 -1.080047
H97 4.980060 3.874968 -1.641028
H98 4.687275 0.435232 -2.581007
H99 5.947918 1.391076 -2.022499
N8 -3.871262 -1.563134 -4.261377
C47 -3.314944 -0.695781 -5.123607
N9 -3.903435 -0.342264 -6.277183
O7 -2.197464 -0.232983 -4.889363
H100 -4.402125 -2.350176 -4.549935
H101 -3.460571 -1.727187 -3.367228
H102 -4.920711 -0.238882 -6.096968
H103 -3.370473 0.473699 -6.612252
N10 1.332605 -2.378595 -4.449861
C48 0.316218 -3.103275 -4.046984
N11 -0.925288 -2.848720 -4.381507
O8 0.559465 -4.093789 -3.337252
H104 2.255148 -2.761567 -4.326094
H105 1.275578 -1.762814 -5.227599
H106 -1.697761 -3.314516 -3.906597
H107 -1.120672 -1.905721 -4.716320
O9 0.918442 -0.004506 -0.806032
C49 -0.228479 0.209805 -1.578409
C50 -1.292529 -0.828006 -1.113260
O10 -2.429064 -0.846647 -2.039213
H108 1.659794 0.562026 -0.977916
H109 -0.721500 1.148010 -1.442603
H110 -0.086875 -0.020198 -2.634914
H111 -1.760761 -0.630323 -0.182675
H112 -0.706150 -1.734939 -1.019896
H113 -2.047253 -0.796260 -2.907884
O11 -5.404007 3.360613 -2.234417
C51 -4.696401 2.454472 -3.044228
C52 -5.555964 1.465778 -3.796586
O12 -5.971151 0.319047 -2.985822
H114 -5.624892 2.979974 -1.373769
H115 -4.098248 3.067024 -3.687113
H116 -4.035102 1.748667 -2.515851
H117 -5.069343 1.157288 -4.702542
H118 -6.484721 2.035532 -3.995252
H119 -5.200508 -0.007398 -2.511118
O13 4.414974 -1.669798 -2.552092
C53 3.566795 -2.232035 -1.514117
C54 3.612250 -3.703017 -1.642702
O14 3.541190 -4.061164 -3.001142
H120 4.467163 -2.350974 -3.238009
H121 3.974080 -1.829779 -0.574412
H122 2.539698 -1.924590 -1.655706
H123 2.851982 -4.194843 -1.004338
H124 4.598836 -4.025470 -1.314876
H125 2.664977 -4.354444 -3.251554

Cartesian forces, eV/Å:
0.08 -1.05 0.17
0.34 0.99 -1.64
0.40 0.03 0.93
-0.71 0.02 -0.32
-1.34 0.38 -1.72
1.11 0.77 1.69
1.22 0.25 0.22
-0.22 -0.80 0.07
0.21 0.18 0.54
-0.84 -0.70 0.20
0.38 0.09 1.72
-0.08 0.21 0.52
-0.28 -0.09 0.15
0.39 0.03 -0.28
-0.07 0.25 -0.26
-0.22 0.14 -0.28
-0.31 -0.26 -0.14
-0.16 0.17 -0.17
0.64 0.07 -0.38
0.03 0.04 0.23
-0.14 -0.68 0.31
-0.09 0.11 0.27
0.10 -0.74 -0.59
-0.30 0.12 -0.27
0.32 0.26 0.04
-0.30 -0.10 -0.17
-0.46 0.22 -0.30
0.20 -0.19 -0.60
-0.36 0.00 0.12
0.07 -0.01 -0.17
0.51 0.33 -0.21
-0.60 -0.69 1.54
0.31 -0.71 0.53
1.29 0.70 -0.11
-0.71 -0.83 -0.28
-1.09 0.11 -0.89
-0.19 0.92 2.50
0.68 0.27 0.49
0.55 -1.08 0.27
0.14 -0.41 -2.43
1.34 0.66 0.72
-0.35 -0.07 -0.39
-0.26 0.61 0.15
-0.02 -0.56 -0.08
0.00 0.57 -0.08
0.16 -0.47 -0.47
-0.19 0.20 -0.23
-0.23 -0.24 0.22
0.11 0.39 0.42
-0.34 -0.59 0.19
-0.12 1.08 -0.49
-0.03 -0.31 -0.17
0.11 0.11 -0.08
-0.20 0.12 -0.67
0.18 0.17 0.06
-0.03 -0.34 -0.47
-0.43 0.87 -0.12
-0.28 -0.16 0.22
-0.18 -0.41 -0.38
-0.14 -0.18 0.22
0.79 -2.16 1.75
0.48 1.30 -1.69
-0.14 -0.36 0.39
-0.57 0.31 -0.52
-1.05 -1.38 0.17
0.66 1.71 -1.30
1.99 -0.17 0.32
1.11 0.14 -1.71
-0.74 -1.01 0.18
-1.84 0.14 0.00
-0.04 -0.97 0.14
0.45 0.30 -0.75
-0.87 0.66 0.07
-0.22 0.48 -0.38
-0.04 0.10 0.24
-0.03 0.55 0.66
-0.66 -0.30 0.11
0.37 0.46 0.20
0.25 -0.13 -0.15
0.58 1.16 -0.35
-0.47 -0.24 0.35
-0.34 -0.14 0.22
-0.14 -0.27 0.25
0.08 -0.60 0.55
-0.32 0.59 0.36
0.18 0.00 0.00
0.06 -0.08 0.32
-0.39 -0.01 -0.30
0.32 -0.21 -0.15
0.57 0.34 0.91
-0.53 -0.35 1.79
0.77 0.49 0.11
-0.50 -0.46 1.14
0.43 0.06 0.92
0.45 0.47 0.35
-1.02 -1.46 -0.39
-0.07 1.67 0.31
-0.43 -0.20 0.28
0.07 -0.64 -1.13
-0.12 -0.14 0.47
0.85 -0.04 0.50
-0.02 -0.35 -0.66
0.59 0.52 -0.83
-0.10 -0.19 -0.08
0.10 0.40 -0.63
0.24 0.06 0.24
0.20 0.26 -0.21
-0.03 -0.25 0.18
-0.07 0.32 0.04
-0.44 0.11 -0.81
0.18 -0.78 -0.90
-0.28 0.65 -0.26
0.33 0.00 0.32
-0.10 0.42 0.29
0.04 -0.07 -0.51
0.28 -0.43 -0.13
0.28 -0.21 0.33
-0.11 -0.14 0.02
-0.15 -0.34 -0.12
-0.98 0.44 -0.61
-1.16 -0.33 0.66
-0.39 0.11 -1.10
-0.05 -0.89 1.37
0.47 -1.12 -0.05
0.40 1.53 -0.46
-0.50 0.72 0.92
0.10 -0.30 -0.86
0.03 -0.06 0.91
0.40 0.01 -0.08
-0.04 -0.26 0.46
0.88 -0.30 -0.20
0.42 -0.45 0.03
-0.01 0.54 -0.77
0.56 0.21 -0.03
-0.45 0.27 -0.64
0.19 -0.23 -0.16
0.10 0.47 0.80
-0.59 0.45 0.07
0.02 -0.07 0.34
-0.39 -0.45 -0.23
-0.30 -0.12 0.30
-0.06 -0.26 -0.23
0.25 -0.21 -0.36
-0.02 0.44 0.28
0.31 0.58 -0.79
0.04 -0.49 -0.05
-0.09 -0.04 -0.16
0.19 -0.03 0.19
-0.06 0.28 0.05
0.06 -0.12 0.01
0.30 2.47 1.07
0.95 -2.50 -0.89
1.40 -0.40 -0.53
-2.24 -0.14 0.29
-0.29 0.63 0.19
0.15 -0.14 -0.03
0.08 -0.41 -0.24
-0.46 0.48 -0.07
-0.87 -0.61 -0.25
1.56 -0.53 0.51
-1.74 0.37 0.04
1.16 0.48 0.73
-0.85 -0.12 -0.66
0.48 0.26 0.51
0.92 0.12 -1.03
-0.94 -0.42 -0.28
1.58 1.68 -1.18
0.43 -3.06 1.85
-2.21 1.88 -1.01
0.51 -0.65 0.62
-0.06 -0.06 0.35
-0.35 0.58 -0.40
0.81 -0.02 -0.10
-0.26 -0.28 -0.04
-0.76 -1.04 1.00
-1.27 -1.32 0.60
0.45 0.50 -1.24
0.95 -0.36 1.34
0.47 0.96 -0.94
0.27 1.13 -0.07
0.34 0.33 -0.29
-0.04 0.44 1.04
-0.53 -0.69 -0.33
0.49 0.43 -0.95
-0.28 0.08 0.59
0.35 -1.36 0.46
-1.86 0.48 1.15
0.20 1.21 -0.68
0.08 -0.27 -0.29
0.33 0.16 -0.60
0.44 0.76 0.56
0.18 -0.12 -0.39
0.25 -0.67 -0.39
0.20 -0.08 -0.04
-0.21 0.09 0.37
0.43 1.36 -0.59
0.47 -1.08 1.10
0.29 -0.28 -0.72
-0.06 0.13 0.02
-0.36 -0.42 -0.03
-0.34 0.57 -0.05
0.36 0.26 -0.55
0.13 -0.32 0.17
-0.82 -0.22 0.29